Entry 1:
ORCA calculation (wB97M-V/def2-TZVPD) on the molecule C2H5OP at a distorted geometry.

Properties
**SMILES**: O=[PH]1CC1
**Strongest force on any atom**: 2.4 eV/Å
**Frontier orbital gap**: 10.69 eV

```
9
Properties=species:S:1:pos:R:3:forces:R:3:nbo_charge:R:1
C 0.5377 -0.7902 0.1842 -1.77 1.69 0.07 -0.721
C 0.4381 0.7923 0.2053 0.86 -0.61 -1.84 -0.770
O -2.3357 0.0961 0.3405 0.48 -0.13 -0.91 -1.024
P -1.0306 0.0448 -0.3727 1.15 -1.47 0.37 1.615
H 1.1554 -1.2165 -0.5723 0.28 -0.50 -0.20 0.230
H 0.4957 -1.2062 1.1744 0.38 -0.26 0.14 0.240
H 0.4088 1.1197 1.1778 -0.34 0.90 2.20 0.248
H 1.0764 1.4333 -0.3952 -0.01 -0.30 -0.17 0.243
H -0.7458 -0.2734 -1.7421 -1.03 0.70 0.35 -0.059
```
Forces are in eV/Å.

***

Entry 2:
ORCA calculation (wB97M-V/def2-TZVPD) on a structure of composition CHLaO3 at a distorted geometry.

Properties
**Net charge**: +1
**Strongest force on any atom**: 7.2 eV/Å
**Frontier orbital gap (alpha / beta)**: 5.83 / 8.28 eV
**2S+1**: 2

```
6
Properties=species:S:1:pos:R:3:forces:R:3:lowdin_spin:R:1
H 1.6409 -0.2669 1.4654 -1.04 1.01 -3.25 0.000
O -0.8635 -0.5746 0.0889 -0.91 -0.12 -3.34 0.012
O 0.4432 -1.6247 1.6263 -0.85 -1.61 -2.67 0.000
O 1.1718 0.0058 0.5117 3.25 0.83 0.64 0.012
C 0.2273 -1.0030 0.5691 -0.48 1.52 7.06 0.005
La -0.2419 1.3776 -1.2629 0.04 -1.63 1.56 0.971
```
Forces are in eV/Å.

***

Entry 3:
ORCA calculation (wB97M-V/def2-TZVPD) on a structure of composition C10H10Cl2EuO4 at a distorted geometry.

Properties
**Net charge**: -1
**Strongest force on any atom**: 2.6 eV/Å
**Frontier orbital gap (alpha / beta)**: 5.27 / 7.59 eV
**2S+1**: 7

```
27
Properties=species:S:1:pos:R:3:forces:R:3:lowdin_spin:R:1
C -2.5382 -0.9485 -0.3198 0.69 0.61 0.13 -0.008
C -1.8653 -1.1199 -1.5830 -0.01 0.20 0.62 -0.010
C -1.6168 0.1693 -2.1242 -0.14 -0.22 0.33 -0.005
H -1.5758 -2.0829 -2.0204 -0.24 0.50 0.15 0.000
C -2.0688 1.1488 -1.2062 -0.15 -0.61 0.47 -0.010
C -2.6415 0.4764 -0.0770 0.59 -0.66 -0.17 -0.004
H -3.0616 0.9428 0.8223 0.11 -0.20 -0.51 0.000
H -2.7900 -1.7553 0.3872 -0.21 0.40 -0.50 0.000
H -1.1785 0.3686 -3.1072 -0.04 -0.09 0.57 0.000
H -2.0203 2.2318 -1.3499 0.03 -0.48 0.11 0.000
Eu -0.1086 -0.7354 0.7311 0.79 1.12 -2.16 6.100
Cl 0.2425 -3.2818 0.7261 -0.18 0.26 0.25 -0.020
C 2.6615 0.1639 0.0544 -1.03 -0.13 -0.27 -0.007
C 2.2128 1.3996 -0.5315 -0.29 -0.86 -0.29 -0.007
C 1.6869 1.1080 -1.8298 0.44 -0.72 0.78 -0.001
H 2.2750 2.3853 -0.0672 0.00 -0.35 -0.17 0.000
C 1.7816 -0.2998 -2.0476 0.12 0.46 0.96 -0.010
C 2.3814 -0.8914 -0.8872 -0.68 0.53 0.29 -0.006
H 2.5345 -1.9595 -0.7147 0.17 0.43 -0.18 0.000
H 3.0917 0.0296 1.0524 0.01 0.13 -0.45 0.000
H 1.2792 1.8299 -2.5310 0.03 -0.12 0.18 0.000
H 1.4504 -0.8407 -2.9321 0.08 0.16 0.23 0.000
O -1.1476 -0.5617 4.1149 0.18 0.15 -0.17 0.000
Cl -0.0266 0.3275 3.9629 0.39 0.14 -0.39 0.000
O -0.1081 1.4418 4.8613 -0.01 -0.45 -0.78 -0.002
O 1.2213 -0.3806 4.1056 -0.55 0.29 -0.12 0.000
O -0.0714 0.8342 2.5106 -0.07 -0.50 1.09 -0.010
```
Forces are in eV/Å.

***

Sequential relative energy (zero: lowest compared OMol25 entry of this formula, charge and spin) output: 80.5 159.9 0.0 kJ/mol